Model w:
Formula: C37H102O14
Source: OMol25
Level of theory: the ωB97M-V functional and the def2-TZVPD basis

Last columns: bonded neighbours and bond lengths (Å).
Cartesian coordinates (Å):
1 C 8.3449 6.7180 20.8576  C2 1.524, H4 1.090, H5 1.090, H6 1.090
2 C 9.8417 6.9992 20.9206  C1 1.524, O3 1.428, H7 1.090, H8 1.090
3 O 10.4380 6.5258 22.1283  C2 1.428, H9 0.960
4 H 7.7924 7.2587 21.6260  C1 1.090
5 H 8.0914 5.6589 20.9042  C1 1.090
6 H 7.9221 7.1333 19.9428  C1 1.090
7 H 9.9715 8.0807 20.9602  C2 1.090
8 H 10.4028 6.5637 20.0938  C2 1.090
9 H 11.2877 6.9678 22.1938  O3 0.960
10 C 9.3089 -0.9816 19.6502  C11 1.532, H13 1.090, H14 1.090, H15 1.090
11 C 8.6754 0.3096 20.1791  C10 1.532, O12 1.352, H16 1.090, H17 1.090
12 O 8.3700 0.1804 21.4903  C11 1.352, H18 0.960
13 H 8.7364 -1.8780 19.8883  C10 1.090
14 H 10.3020 -1.1680 20.0589  C10 1.090
15 H 9.4027 -0.9469 18.5648  C10 1.090
16 H 7.7911 0.5624 19.5941  C11 1.090
17 H 9.3307 1.1803 20.2027  C11 1.090
18 H 8.3030 1.0187 21.9533  O12 0.960
19 C 9.0275 10.6746 13.0965  C20 1.578, H22 1.090, H23 1.090, H24 1.090
20 C 9.4006 9.1746 13.4122  C19 1.578, O21 1.435, H25 1.090, H26 1.090
21 O 9.3664 8.9291 14.8261  C20 1.435, H27 0.960
22 H 9.1160 10.8849 12.0307  C19 1.090
23 H 9.6883 11.3091 13.6872  C19 1.090
24 H 7.9994 10.8861 13.3904  C19 1.090
25 H 10.3845 8.9793 12.9859  C20 1.090
26 H 8.7396 8.4334 12.9628  C20 1.090
27 H 9.5018 7.9876 14.9563  O21 0.960
28 C 2.5694 9.9809 24.7801  C29 1.531, H31 1.090, H32 1.090, H33 1.090
29 C 2.0177 9.7960 26.1966  C28 1.531, O30 1.412, H34 1.090, H35 1.090
30 O 1.8036 8.4319 26.4936  C29 1.412, H36 0.960
31 H 1.9455 9.4283 24.0777  C28 1.090
32 H 3.6124 9.6678 24.7335  C28 1.090
33 H 2.5408 11.0365 24.5099  C28 1.090
34 H 1.1408 10.4419 26.2418  C29 1.090
35 H 2.7477 10.1832 26.9073  C29 1.090
36 H 1.7798 8.4540 27.4531  O30 0.960
37 C 9.3048 12.6863 24.0084  C38 1.506, H40 1.090, H41 1.090, H42 1.090
38 C 8.3758 13.4740 24.8948  C37 1.506, O39 1.433, H43 1.090, H44 1.090
39 O 9.2013 14.3734 25.6452  C38 1.433, H45 0.960
40 H 10.1576 12.1726 24.4523  C37 1.090
41 H 9.6984 13.3458 23.2349  C37 1.090
42 H 8.6986 11.8907 23.5754  C37 1.090
43 H 7.9120 12.8240 25.6368  C38 1.090
44 H 7.6338 14.0170 24.3095  C38 1.090
45 H 9.3631 15.1103 25.0516  O39 0.960
46 C 13.6960 11.6056 16.7891  C47 1.496, H50 1.090, H51 1.090, H52 1.090
47 C 13.0656 11.8036 18.1318  C46 1.496, C48 1.550, O49 1.443, H53 1.090
48 C 13.7926 12.8717 18.9872  C47 1.550, H54 1.090, H55 1.090, H56 1.090
49 O 11.6688 12.1366 17.9859  C47 1.443, H57 0.960
50 H 14.7839 11.5704 16.8466  C46 1.090
51 H 13.4045 12.3933 16.0943  C46 1.090
52 H 13.3770 10.6811 16.3077  C46 1.090
53 H 13.1412 10.8534 18.6604  C47 1.090
54 H 13.4436 13.8934 18.8374  C48 1.090
55 H 14.8683 12.9676 18.8396  C48 1.090
56 H 13.5601 12.6602 20.0309  C48 1.090
57 H 11.2729 11.4488 17.4457  O49 0.960
58 C 9.1232 4.6607 28.3060  C59 1.525, H62 1.090, H63 1.090, H64 1.090
59 C 8.1161 5.1258 27.2601  C58 1.525, C60 1.570, O61 1.445, H65 1.090
60 C 8.0415 6.6815 27.0586  C59 1.570, H66 1.090, H67 1.090, H68 1.090
61 O 8.3356 4.4677 25.9922  C59 1.445, H69 0.960
62 H 10.0226 5.2699 28.3966  C58 1.090
63 H 9.3869 3.6191 28.1226  C58 1.090
64 H 8.6556 4.6391 29.2903  C58 1.090
65 H 7.1238 4.7344 27.4845  C59 1.090
66 H 8.6949 6.9373 26.2245  C60 1.090
67 H 8.3939 7.2796 27.8989  C60 1.090
68 H 7.0152 6.9237 26.7823  C60 1.090
69 H 9.0686 4.9182 25.5665  O61 0.960
70 C 2.2898 2.9010 24.4060  C71 1.567, H74 1.090, H75 1.090, H76 1.090
71 C 2.3794 4.0194 23.3122  C70 1.567, C72 1.517, O73 1.399, H77 1.090
72 C 2.4560 3.5205 21.8814  C71 1.517, H78 1.090, H79 1.090, H80 1.090
73 O 1.1629 4.6921 23.4683  C71 1.399, H81 0.960
74 H 2.2708 3.3880 25.3810  C70 1.090
75 H 3.1844 2.2818 24.3403  C70 1.090
76 H 1.3973 2.2877 24.2822  C70 1.090
77 H 3.1659 4.7497 23.5023  C71 1.090
78 H 2.2548 4.1988 21.0522  C72 1.090
79 H 1.7922 2.6653 21.7552  C72 1.090
80 H 3.4447 3.1621 21.5947  C72 1.090
81 H 1.2893 5.2669 24.2267  O73 0.960
82 C 18.5006 7.4834 22.2880  C83 1.518, H86 1.090, H87 1.090, H88 1.090
83 C 17.0579 7.4613 21.8164  C82 1.518, C84 1.531, O85 1.397, H89 1.090
84 C 16.8764 6.4850 20.6514  C83 1.531, H90 1.090, H91 1.090, H92 1.090
85 O 16.2222 6.9369 22.8059  C83 1.397, H93 0.960
86 H 18.6981 8.1943 23.0903  C82 1.090
87 H 19.1200 7.7974 21.4478  C82 1.090
88 H 18.8928 6.4935 22.5210  C82 1.090
89 H 16.7530 8.4825 21.5878  C83 1.090
90 H 17.2370 5.4962 20.9349  C84 1.090
91 H 17.4776 6.7434 19.7797  C84 1.090
92 H 15.8314 6.4299 20.3464  C84 1.090
93 H 16.5364 6.0796 23.1022  O85 0.960
94 C 13.5794 1.7450 24.2764  C95 1.589, H98 1.090, H99 1.090, H100 1.090
95 C 14.3810 2.0255 25.6194  C94 1.589, C96 1.510, O97 1.370, H101 1.090
96 C 14.4630 0.7567 26.4331  C95 1.510, H102 1.090, H103 1.090, H104 1.090
97 O 15.6253 2.4414 25.2258  C95 1.370, H105 0.960
98 H 13.7543 2.6021 23.6262  C94 1.090
99 H 12.4904 1.7141 24.3090  C94 1.090
100 H 13.9222 0.8672 23.7286  C94 1.090
101 H 13.9647 2.8675 26.1724  C95 1.090
102 H 14.9689 1.0193 27.3623  C96 1.090
103 H 14.9386 -0.1109 25.9757  C96 1.090
104 H 13.4354 0.4647 26.6495  C96 1.090
105 H 16.1523 2.5620 26.0191  O97 0.960
106 C 6.0052 3.5729 15.6101  C107 1.551, H110 1.090, H111 1.090, H112 1.090
107 C 7.2324 3.0732 14.8048  C106 1.551, C108 1.469, O109 1.398, H113 1.090
108 C 6.9989 3.1777 13.3578  C107 1.469, H114 1.090, H115 1.090, H116 1.090
109 O 8.2636 3.9605 15.1272  C107 1.398, H117 0.960
110 H 5.1943 2.8544 15.7294  C106 1.090
111 H 5.6310 4.5346 15.2589  C106 1.090
112 H 6.2939 3.6571 16.6577  C106 1.090
113 H 7.5031 2.0825 15.1698  C107 1.090
114 H 6.8289 4.2121 13.0594  C108 1.090
115 H 6.1323 2.5778 13.0799  C108 1.090
116 H 7.8928 2.8152 12.8502  C108 1.090
117 H 9.0227 3.6472 14.6301  O109 0.960
118 C 3.8267 10.5269 16.2659  C119 1.569, H122 1.090, H123 1.090, H124 1.090
119 C 3.7260 10.8961 17.7880  C118 1.569, C120 1.562, O121 1.398, H125 1.090
120 C 4.9838 11.6017 18.3885  C119 1.562, H126 1.090, H127 1.090, H128 1.090
121 O 2.6957 11.8347 17.8964  C119 1.398, H129 0.960
122 H 2.8755 10.3226 15.7744  C118 1.090
123 H 4.5715 9.7637 16.0402  C118 1.090
124 H 4.2098 11.3733 15.6958  C118 1.090
125 H 3.5175 10.0221 18.4050  C119 1.090
126 H 5.2285 12.5301 17.8724  C120 1.090
127 H 5.9389 11.0809 18.3202  C120 1.090
128 H 4.7990 11.9409 19.4077  C120 1.090
129 H 2.9126 12.3759 18.6591  O121 0.960
130 C 14.6443 2.3574 15.5306  C131 1.548, H134 1.090, H135 1.090, H136 1.090
131 C 14.1428 3.6405 14.8256  C130 1.548, C132 1.524, O133 1.386, H137 1.090
132 C 15.1872 4.5239 14.1546  C131 1.524, H138 1.090, H139 1.090, H140 1.090
133 O 13.2045 3.2673 13.8763  C131 1.386, H141 0.960
134 H 15.3964 1.9428 14.8593  C130 1.090
135 H 13.8712 1.6049 15.6865  C130 1.090
136 H 15.1509 2.4662 16.4896  C130 1.090
137 H 13.6390 4.2193 15.5998  C131 1.090
138 H 14.7552 5.3717 13.6228  C132 1.090
139 H 15.8255 4.0877 13.3862  C132 1.090
140 H 15.9075 4.7455 14.9420  C132 1.090
141 H 13.6553 2.7963 13.1716  O133 0.960
142 C 13.3239 10.1330 28.0379  C143 1.544, H146 1.090, H147 1.090, H148 1.090
143 C 14.5180 10.9179 28.6217  C142 1.544, C144 1.543, O145 1.376, H149 1.090
144 C 14.7726 12.1959 27.7953  C143 1.543, H150 1.090, H151 1.090, H152 1.090
145 O 14.1880 11.2913 29.9040  C143 1.376, H153 0.960
146 H 13.4385 9.8767 26.9847  C142 1.090
147 H 12.4357 10.7638 28.0736  C142 1.090
148 H 13.1395 9.2173 28.5997  C142 1.090
149 H 15.4120 10.2947 28.5995  C143 1.090
150 H 13.8806 12.8013 27.6345  C144 1.090
151 H 15.1596 11.9383 26.8094  C144 1.090
152 H 15.5874 12.7783 28.2253  C144 1.090
153 H 13.3916 11.8220 29.8280  O145 0.960

Properties
LUMO level = 0.00 eV
Kohn-Sham gap = 9.71 eV

***

Model x:
Formula: C37H102O14
Source: OMol25
Level of theory: the ωB97M-V functional and the def2-TZVPD basis

Last columns: bonded neighbours and bond lengths (Å).
Cartesian coordinates (Å):
1 O -1.2665 -3.5019 1.2619  H2 0.958, H3 0.959
2 H -0.8929 -3.8455 2.0748  O1 0.958
3 H -1.4963 -4.2816 0.7524  O1 0.959
4 C -0.3989 -3.4601 -2.4883  C5 1.546, H8 1.090, H9 1.091, H10 1.090
5 C -1.9035 -3.5268 -2.8392  C4 1.546, C6 1.515, O7 1.376, H11 1.091
6 C -2.0564 -3.1630 -4.3014  C5 1.515, H12 1.091, H13 1.092, H14 1.091
7 O -2.3397 -4.8218 -2.6756  C5 1.376, H15 0.960
8 H -0.2683 -3.7076 -1.4344  C4 1.090
9 H -0.0903 -2.4261 -2.6488  C4 1.091
10 H 0.2040 -4.1021 -3.1303  C4 1.090
11 H -2.4587 -2.8732 -2.1650  C5 1.091
12 H -1.3942 -3.7235 -4.9631  C6 1.091
13 H -1.8185 -2.1272 -4.5508  C6 1.092
14 H -3.0488 -3.3255 -4.7237  C6 1.091
15 H -2.0109 -5.0417 -1.8007  O7 0.960
16 C 5.2534 0.1881 -3.2260  C17 1.530, H20 1.091, H21 1.090, H22 1.091
17 C 4.9125 1.6352 -2.8632  C16 1.530, C18 1.508, O19 1.453, H23 1.092
18 C 3.6564 1.7593 -2.0376  C17 1.508, H24 1.090, H25 1.090, H26 1.090
19 O 6.0312 2.3318 -2.2518  C17 1.453, H27 0.961
20 H 4.3703 -0.3807 -3.5207  C16 1.091
21 H 5.7200 -0.3564 -2.4057  C16 1.090
22 H 5.8777 0.1333 -4.1186  C16 1.091
23 H 4.7389 2.1396 -3.8156  C17 1.092
24 H 3.8098 1.5695 -0.9748  C18 1.090
25 H 2.8533 1.0787 -2.3208  C18 1.090
26 H 3.3154 2.7859 -2.1727  C18 1.090
27 H 6.5191 2.7436 -2.9695  O19 0.961
28 C 0.2006 0.1441 4.5585  C29 1.540, H32 1.090, H33 1.091, H34 1.090
29 C 0.9316 0.1446 5.9135  C28 1.540, C30 1.570, O31 1.410, H35 1.092
30 C -0.0260 0.4403 7.1221  C29 1.570, H36 1.091, H37 1.090, H38 1.090
31 O 1.4300 -1.1398 6.2153  C29 1.410, H39 0.961
32 H -0.4994 -0.6663 4.3560  C28 1.090
33 H 0.9574 0.0756 3.7750  C28 1.091
34 H -0.2534 1.1248 4.4151  C28 1.090
35 H 1.6802 0.9386 5.8835  C29 1.092
36 H -0.8104 -0.2790 7.3626  C30 1.091
37 H -0.5294 1.4000 7.0013  C30 1.090
38 H 0.5174 0.6313 8.0474  C30 1.090
39 H 1.9460 -1.4319 5.4587  O31 0.961
40 C 0.6895 0.5165 -0.3430  C41 1.516, H44 1.090, H45 1.090, H46 1.090
41 C -0.2162 -0.5101 0.3092  C40 1.516, C42 1.528, O43 1.367, H47 1.092
42 C -1.5626 -0.6621 -0.3964  C41 1.528, H48 1.089, H49 1.091, H50 1.090
43 O 0.5010 -1.6713 0.2282  C41 1.367, H51 0.962
44 H 1.6370 0.5687 0.1933  C40 1.090
45 H 0.2346 1.5073 -0.3224  C40 1.090
46 H 0.8336 0.2009 -1.3767  C40 1.090
47 H -0.3528 -0.2082 1.3497  C41 1.092
48 H -2.0729 -1.5052 0.0681  C42 1.089
49 H -1.4315 -0.7808 -1.4728  C42 1.091
50 H -2.1010 0.2075 -0.0186  C42 1.090
51 H -0.1402 -2.3132 0.5478  O43 0.962
52 C -0.1135 5.4463 -3.0084  C53 1.566, H56 1.090, H57 1.089, H58 1.090
53 C -0.1086 6.1071 -1.5883  C52 1.566, C54 1.508, O55 1.423, H59 1.091
54 C 0.1104 5.0412 -0.5437  C53 1.508, H60 1.090, H61 1.090, H62 1.091
55 O 0.9634 7.0344 -1.4651  C53 1.423, H63 0.961
56 H -1.0179 4.8382 -3.0352  C52 1.090
57 H 0.7277 4.7731 -3.1692  C52 1.089
58 H -0.1279 6.2158 -3.7801  C52 1.090
59 H -1.0274 6.6838 -1.4693  C53 1.091
60 H -0.7027 4.3158 -0.5144  C54 1.090
61 H 0.2501 5.4479 0.4578  C54 1.090
62 H 1.0755 4.5914 -0.7803  C54 1.091
63 H 1.0867 7.2047 -0.5276  O55 0.961
64 C 2.0173 -5.7083 0.3429  C65 1.521, H68 1.090, H69 1.090, H70 1.091
65 C 2.6063 -6.1862 1.6618  C64 1.521, C66 1.525, O67 1.407, H71 1.090
66 C 3.4275 -5.1813 2.4628  C65 1.525, H72 1.090, H73 1.091, H74 1.090
67 O 1.5007 -6.6946 2.3675  C65 1.407, H75 0.961
68 H 1.4789 -6.4941 -0.1875  C64 1.090
69 H 2.8583 -5.3830 -0.2695  C64 1.090
70 H 1.3951 -4.8233 0.4809  C64 1.091
71 H 3.2730 -7.0283 1.4754  C65 1.090
72 H 4.3995 -4.9902 2.0084  C66 1.090
73 H 3.6661 -5.6390 3.4236  C66 1.091
74 H 2.8084 -4.2861 2.5248  C66 1.090
75 H 0.8746 -5.9875 2.5423  O67 0.961
76 C 0.7392 -0.1152 -4.6059  C77 1.534, H80 1.091, H81 1.091, H82 1.091
77 C -0.0398 1.1228 -5.0672  C76 1.534, C78 1.482, O79 1.387, H83 1.090
78 C -0.1890 2.1854 -4.0444  C77 1.482, H84 1.090, H85 1.090, H86 1.090
79 O 0.4677 1.6365 -6.2512  C77 1.387, H87 0.960
80 H 0.5832 -0.9686 -5.2675  C76 1.091
81 H 0.3001 -0.5073 -3.6879  C76 1.091
82 H 1.8192 0.0140 -4.5276  C76 1.091
83 H -1.0418 0.8632 -5.4098  C77 1.090
84 H -0.5383 1.8789 -3.0584  C78 1.090
85 H -0.8832 2.9657 -4.3555  C78 1.090
86 H 0.7992 2.6393 -3.9666  C78 1.090
87 H 1.3691 1.3205 -6.3495  O79 0.960
88 C 5.4729 -1.5329 1.1837  C89 1.533, H92 1.091, H93 1.090, H94 1.090
89 C 4.0899 -1.6478 0.5328  C88 1.533, C90 1.498, O91 1.437, H95 1.092
90 C 3.9876 -2.6826 -0.5455  C89 1.498, H96 1.090, H97 1.091, H98 1.090
91 O 3.1872 -2.0660 1.5695  C89 1.437, H99 0.964
92 H 5.7402 -2.4718 1.6698  C88 1.091
93 H 5.4174 -0.7466 1.9368  C88 1.090
94 H 6.2709 -1.2516 0.4962  C88 1.090
95 H 3.9244 -0.6823 0.0501  C89 1.092
96 H 4.4778 -3.6146 -0.2660  C90 1.090
97 H 4.5028 -2.3425 -1.4448  C90 1.091
98 H 2.9898 -2.9456 -0.8954  C90 1.090
99 H 2.3223 -1.8355 1.2129  O91 0.964
100 C 3.6133 1.7010 4.1028  C101 1.565, H104 1.089, H105 1.090, H106 1.090
101 C 4.1967 2.0421 2.6916  C100 1.565, C102 1.526, O103 1.397, H107 1.092
102 C 3.7680 3.4173 2.1884  C101 1.526, H108 1.090, H109 1.091, H110 1.090
103 O 5.5898 2.0739 2.7840  C101 1.397, H111 0.961
104 H 4.2184 2.2232 4.8429  C100 1.089
105 H 3.6245 0.6394 4.3509  C100 1.090
106 H 2.5813 2.0461 4.1706  C100 1.090
107 H 3.9653 1.2980 1.9271  C101 1.092
108 H 3.8817 4.2833 2.8413  C102 1.090
109 H 2.7050 3.3834 1.9451  C102 1.091
110 H 4.3029 3.6275 1.2618  C102 1.090
111 H 5.9449 2.1753 1.8971  O103 0.961
112 C -4.3958 -4.1606 2.9067  C113 1.531, H116 1.089, H117 1.091, H118 1.090
113 C -4.6433 -2.7551 2.3539  C112 1.531, C114 1.510, O115 1.405, H119 1.091
114 C -4.0011 -1.7563 3.2865  C113 1.510, H120 1.090, H121 1.091, H122 1.090
115 O -4.0370 -2.6167 1.0938  C113 1.405, H123 0.962
116 H -4.5117 -4.2475 3.9861  C112 1.089
117 H -3.3533 -4.4234 2.7241  C112 1.091
118 H -5.0411 -4.8431 2.3542  C112 1.090
119 H -5.7129 -2.5739 2.2387  C113 1.091
120 H -2.9325 -1.8203 3.4940  C114 1.090
121 H -4.4482 -1.8883 4.2725  C114 1.091
122 H -4.3009 -0.7260 3.0962  C114 1.090
123 H -3.1048 -2.7854 1.2600  O115 0.962
124 C -4.4522 -0.3373 -1.9473  C125 1.503, H128 1.089, H129 1.090, H130 1.091
125 C -5.9468 -0.4480 -2.0630  C124 1.503, C126 1.520, O127 1.371, H131 1.091
126 C -6.6662 0.0391 -0.8156  C125 1.520, H132 1.090, H133 1.090, H134 1.091
127 O -6.4054 0.3231 -3.1002  C125 1.371, H135 0.960
128 H -3.9573 -0.9632 -1.2056  C124 1.089
129 H -4.1970 0.7078 -1.7730  C124 1.090
130 H -4.0425 -0.6203 -2.9183  C124 1.091
131 H -6.1447 -1.4646 -2.4058  C125 1.091
132 H -6.3732 -0.5823 0.0311  C126 1.090
133 H -7.7041 -0.1992 -1.0482  C126 1.090
134 H -6.6057 1.1029 -0.5803  C126 1.091
135 H -6.6069 1.2227 -2.8317  O127 0.960
136 C -3.7313 2.9828 0.2417  C137 1.564, H140 1.090, H141 1.090, H142 1.090
137 C -3.9384 3.9024 -1.0065  C136 1.564, C138 1.566, O139 1.384, H143 1.091
138 C -3.7404 3.2775 -2.4290  C137 1.566, H144 1.090, H145 1.090, H146 1.090
139 O -5.2613 4.3087 -0.9955  C137 1.384, H147 0.961
140 H -3.8455 3.5976 1.1342  C136 1.090
141 H -2.7662 2.4901 0.1275  C136 1.090
142 H -4.5329 2.2442 0.2162  C136 1.090
143 H -3.2249 4.7119 -0.8458  C137 1.091
144 H -4.5863 2.6488 -2.7058  C138 1.090
145 H -2.8706 2.6207 -2.4270  C138 1.090
146 H -3.6466 3.9932 -3.2453  C138 1.090
147 H -5.4456 4.8645 -0.2341  O139 0.961
148 C -0.6986 3.2084 2.1391  O149 1.399, H150 1.090, H151 1.091, H152 1.091
149 O -1.5364 2.1099 2.3601  C148 1.399, H153 0.961
150 H -0.0445 3.1270 1.2713  C148 1.090
151 H -1.2876 4.1235 2.0595  C148 1.091
152 H -0.0598 3.3529 3.0119  C148 1.091
153 H -2.1623 2.3956 3.0310  O149 0.961

Properties
LUMO level = -0.27 eV
Kohn-Sham gap = 9.57 eV

***

Stability check: which of them is most stable? model x.